# C25H48FN5O8

A 6-piece molecular cluster, C25H48FN5O8 overall (ωB97M-V/def2-TZVPD, OMol25).

Computed properties:
HOMO ... -8.71 eV
Total energy ... -1956.758808 Ha
Structure (SMILES) ... CCCC1=C([C@H](F)CC)C(=O)OC1=O.CNC(C)=O.CNC(C)=O.CNC(C)=O.CNC(C)=O.CNC(C)=O
HOMO-LUMO gap ... 0.2958 Ha

XYZ file:
```
87
Properties=species:S:1:pos:R:3:forces:R:3
C -2.301 -3.030 0.606 -1.30 0.03 0.43
C -2.126 -1.559 -0.096 0.14 -0.44 0.53
C -0.733 -1.348 -0.935 -0.13 0.80 -1.04
C -0.125 -2.703 -1.628 2.59 -2.56 1.64
C 0.863 -3.622 -0.995 -3.21 1.35 -2.76
C 1.623 -3.602 0.458 1.47 0.27 -1.16
F 0.861 -2.957 1.553 1.24 -1.67 -2.58
C 3.047 -2.760 0.290 -0.94 0.62 0.58
C 2.776 -1.143 0.107 -0.50 0.21 -0.11
C 1.063 -4.814 -2.103 3.48 -4.57 -0.01
O 1.952 -5.830 -2.153 -6.00 6.96 0.56
O 0.053 -4.748 -3.204 0.96 3.94 2.29
C -0.503 -3.356 -3.120 -3.12 3.07 -2.67
O -1.230 -2.725 -4.078 5.19 -4.94 6.51
H -1.699 -3.170 1.613 -1.07 0.43 -2.26
H -3.450 -3.113 0.918 2.85 0.22 -0.78
H -2.095 -3.945 -0.093 -0.16 1.84 1.10
H -3.043 -1.364 -0.806 1.88 -0.33 1.47
H -2.108 -0.754 0.785 -0.22 -1.66 -2.17
H 0.029 -0.777 -0.227 -1.25 -1.80 -1.65
H -0.961 -0.578 -1.818 0.52 -1.76 1.82
H 1.912 -4.727 0.705 -1.07 2.46 -0.17
H 3.645 -2.904 1.301 -1.21 0.09 -2.43
H 3.598 -3.180 -0.653 -0.89 0.59 1.97
H 3.770 -0.516 0.302 -2.31 -1.61 -0.48
H 2.366 -0.885 -0.981 0.98 -0.67 2.20
H 1.937 -0.742 0.853 2.17 -1.14 -1.65
C 6.902 -0.885 3.192 -0.11 0.16 0.23
C 6.527 -1.608 1.928 -0.53 -0.27 -0.63
O 5.377 -1.617 1.497 0.88 0.16 0.47
N 7.510 -2.270 1.252 -0.56 0.33 0.31
C 8.910 -2.380 1.590 -0.04 -0.25 -0.40
H 6.013 -0.406 3.615 0.15 -0.19 -0.23
H 7.295 -1.592 3.927 0.13 0.17 -0.03
H 7.640 -0.109 2.975 0.06 -0.13 0.15
H 7.180 -2.732 0.413 0.08 0.11 0.20
H 9.491 -1.969 0.761 0.25 -0.03 0.22
H 9.148 -3.440 1.704 0.28 0.13 0.12
H 9.160 -1.849 2.509 -0.14 -0.07 -0.16
C 2.137 0.690 3.718 -0.07 -0.30 0.05
C 2.106 1.632 2.547 -0.22 0.06 -0.97
O 1.795 1.261 1.418 0.00 0.54 0.77
N 2.438 2.938 2.764 -0.10 -0.53 -0.16
C 2.828 3.567 4.003 0.00 0.33 -0.35
H 1.849 -0.312 3.387 0.07 0.30 -0.05
H 3.147 0.640 4.132 -0.14 0.04 0.13
H 1.427 1.018 4.482 0.18 -0.03 0.07
H 2.393 3.508 1.928 0.00 -0.15 0.22
H 2.118 4.371 4.213 0.15 0.01 0.30
H 3.824 3.995 3.866 -0.01 0.05 0.34
H 2.844 2.867 4.839 -0.04 0.06 -0.22
C -6.741 -3.190 2.928 -0.07 0.29 0.07
C -5.552 -4.036 2.566 0.87 -0.07 -0.05
O -4.408 -3.590 2.568 -0.91 -0.28 0.44
N -5.771 -5.339 2.227 0.17 0.60 0.14
C -7.027 -6.048 2.165 0.34 -0.32 -0.14
H -6.406 -2.177 3.173 0.06 -0.32 -0.10
H -7.430 -3.130 2.081 -0.09 -0.06 0.18
H -7.246 -3.608 3.803 -0.13 0.03 -0.16
H -4.922 -5.843 1.997 -0.21 0.12 0.05
H -6.972 -6.895 2.853 -0.33 -0.03 -0.06
H -7.154 -6.422 1.145 -0.31 -0.07 0.11
H -7.875 -5.417 2.430 0.22 -0.04 -0.04
C -1.566 2.688 -2.227 0.34 0.06 0.15
C -2.940 2.363 -1.712 -0.56 -0.22 0.58
O -3.140 2.045 -0.542 0.15 0.12 -0.37
N -3.985 2.428 -2.585 0.46 -0.08 0.50
C -3.960 2.777 -3.986 -0.42 -0.15 -0.02
H -0.839 2.592 -1.414 -0.30 -0.09 -0.08
H -1.288 1.990 -3.022 0.02 0.20 -0.08
H -1.537 3.717 -2.595 -0.04 -0.18 -0.23
H -4.877 2.195 -2.163 0.25 0.05 -0.10
H -4.608 3.645 -4.130 0.22 0.01 -0.30
H -4.361 1.933 -4.553 0.08 0.11 -0.23
H -2.955 3.009 -4.339 -0.23 0.03 0.19
C -0.300 6.495 -3.540 0.19 -0.18 0.12
C -1.680 6.463 -4.134 -0.73 -0.32 -0.26
O -2.329 5.424 -4.223 0.35 0.42 0.07
N -2.213 7.635 -4.584 0.21 -0.67 0.22
C -1.618 8.951 -4.571 -0.42 0.08 -0.20
H -0.014 5.486 -3.228 -0.18 0.23 -0.13
H 0.421 6.843 -4.284 0.00 0.10 0.18
H -0.285 7.145 -2.661 0.14 0.04 -0.14
H -3.144 7.532 -4.970 0.23 0.03 0.10
H -2.270 9.610 -3.992 0.26 0.21 -0.03
H -1.569 9.311 -5.602 0.19 0.24 0.14
H -0.619 8.952 -4.136 -0.20 -0.10 -0.07
```
Forces are in eV/Å.